ORCA calculation (ωB97M-V with the def2-TZVPD basis set) on C26H23ClIrN4PS as an isolated structure.

Element x y z (Å)
Ir  0.9926  -1.5891  0.9033
C  4.7248  0.0958  -0.3528
C  3.4090  -0.5890  -0.2670
N  2.7768  -0.7356  0.9122
N  3.4446  -0.4677  2.0180
C  2.9694  -0.8712  3.1561
N  3.5852  -0.6447  4.3094
S  1.4735  -1.8376  3.1902
C  2.7604  -1.1401  -1.3716
C  3.2700  -1.1636  -2.7124
C  2.4432  -1.4311  -3.7348
C  0.9877  -1.6145  -3.4819
C  0.7729  -2.1018  -2.1022
N  1.5564  -1.7809  -1.1226
H  4.9074  0.6573  0.5568
H  4.7517  0.7678  -1.2058
H  5.5274  -0.6310  -0.4760
H  4.4667  -0.1540  4.3238
H  3.2824  -1.1058  5.1549
H  4.3132  -0.9599  -2.8715
H  2.7848  -1.4653  -4.7559
H  0.5079  -2.2734  -4.2080
H  -0.0908  -2.7209  -1.8964
Cl  -0.9798  -2.9294  0.8097
C  -2.4346  -2.0771  1.1995
C  -3.5642  -2.7996  1.5387
C  -4.7251  -2.1187  1.8751
C  -4.7439  -0.7332  1.8679
C  -3.6127  -0.0179  1.5180
C  -2.4377  -0.6815  1.1652
P  -0.9073  0.2297  0.7685
C  -0.7286  0.2692  -1.0271
C  0.4537  0.9275  -1.4668
C  0.8821  0.7961  -2.7407
C  0.2241  -0.1837  -3.6358
C  -1.1977  -0.4223  -3.2703
C  -1.6049  -0.2894  -1.9808
C  -1.3264  1.9601  1.1499
C  -1.7055  2.8135  0.1114
C  -2.1770  4.0778  0.4071
C  -2.2496  4.5053  1.7242
C  -1.8473  3.6670  2.7548
C  -1.3769  2.3967  2.4729
H  -3.5395  -3.8775  1.5570
H  -5.6064  -2.6740  2.1553
H  -5.6398  -0.2036  2.1476
H  -3.6373  1.0609  1.5142
H  0.9779  1.5575  -0.7588
H  1.7537  1.3193  -3.0967
H  0.3446  0.0874  -4.6864
H  -1.8621  -0.7946  -4.0322
H  -2.6096  -0.5584  -1.6852
H  -1.6627  2.4824  -0.9160
H  -2.4946  4.7208  -0.3993
H  -2.6129  5.4962  1.9433
H  -1.9071  4.0052  3.7775
H  -1.0643  1.7418  3.2743

Results
charge	+2
LUMO level (alpha / beta)	-8.1 / -8.1	eV
F_max	2.48	eV/A
gap between HOMO and LUMO (alpha / beta)	4.84 / 4.85	eV
highest occupied orbital energy (alpha / beta)	-12.9 / -13.0	eV